(1)
This record from OMol25 describes a molecular structure, C31H44BrN2O2P2W. The level of theory is ωB97M-V/def2-TZVPD.

Computed properties:
Strongest force on any atom ... 0.33 eV Å⁻¹
Net charge ... +3
Multiplicity ... 3
LUMO level (alpha / beta) ... -10.393 / -10.011 eV
Gap between HOMO and LUMO (alpha / beta) ... 5.54 / 5.98 eV
⟨S²⟩ ... 2.02

Geometry as XYZ:
```
83
Properties=species:S:1:pos:R:3:forces:R:3:mulliken_charge:R:1
W -1.070 -0.157 -0.887 -0.3 -0.1 0.1 1.153
C -3.950 -2.512 -0.172 0.0 0.0 0.0 -1.289
P -3.474 -1.062 -1.144 0.1 0.1 0.1 0.856
C -3.841 -1.523 -2.854 0.0 0.0 0.0 -1.342
C -4.639 0.292 -0.738 0.0 -0.1 0.0 -0.998
C -4.110 1.609 -1.301 0.0 0.1 -0.1 -1.041
P -2.428 1.964 -0.690 0.0 0.0 0.0 0.623
C -1.774 3.336 -1.654 0.1 0.0 0.0 -1.273
C -2.598 2.581 1.005 0.0 -0.1 0.0 -1.275
H -4.995 -2.754 -0.373 0.0 0.0 0.0 0.475
H -3.824 -2.347 0.896 0.0 0.0 0.0 0.392
H -3.331 -3.359 -0.469 0.0 0.0 0.0 0.414
H -4.881 -1.850 -2.910 0.0 0.0 0.0 0.526
H -3.195 -2.346 -3.161 0.0 0.0 0.0 0.382
H -3.692 -0.685 -3.536 0.0 0.0 0.0 0.391
H -4.742 0.348 0.349 0.0 0.0 0.0 0.405
H -5.626 0.060 -1.142 0.0 0.0 0.0 0.620
H -4.753 2.451 -1.034 0.0 0.0 0.0 0.652
H -4.058 1.577 -2.392 0.0 0.0 0.0 0.367
H -2.467 4.176 -1.589 0.0 0.0 0.0 0.518
H -1.645 3.038 -2.692 0.0 0.0 0.0 0.264
H -0.807 3.642 -1.253 0.0 0.0 0.0 0.424
H -3.083 3.557 0.980 0.0 0.0 0.0 0.514
H -1.617 2.689 1.468 0.0 0.0 0.0 0.378
H -3.198 1.899 1.607 0.0 0.0 0.0 0.346
C -0.496 -1.974 5.911 0.0 0.0 0.0 -1.501
C -0.013 -0.584 5.451 0.0 0.0 0.0 1.833
C -0.832 0.512 6.162 0.0 0.0 0.0 -1.499
C 1.464 -0.420 5.804 0.0 0.0 0.0 -2.077
C -0.264 -0.467 3.965 0.0 0.0 0.0 0.559
C -1.567 -0.583 3.450 0.0 0.0 0.0 -1.151
C -1.786 -0.479 2.106 0.1 0.0 0.1 -0.926
N -0.786 -0.267 1.210 0.1 0.0 -0.1 -0.077
C 0.485 -0.143 1.689 0.1 0.1 0.0 0.312
C 0.757 -0.242 3.035 0.0 0.0 0.0 -0.642
C 1.526 0.099 0.655 -0.2 -0.1 0.0 0.097
C 2.857 0.284 0.925 0.0 0.0 0.0 -0.451
C 3.785 0.477 -0.115 -0.1 0.0 0.0 0.402
C 3.271 0.470 -1.412 0.1 0.0 0.0 -0.600
C 1.924 0.285 -1.626 0.0 0.0 0.0 -0.960
N 1.049 0.106 -0.621 0.1 0.1 0.1 -0.221
C 5.252 0.673 0.200 0.0 0.0 0.0 1.688
C 6.093 0.842 -1.065 0.0 0.0 0.0 -2.125
C 5.393 1.933 1.075 0.0 0.0 0.0 -1.496
C 5.748 -0.561 0.977 0.0 0.0 0.0 -1.476
H -0.320 -2.065 6.982 0.0 0.0 0.0 0.461
H 0.052 -2.773 5.409 0.0 0.0 0.0 0.390
H -1.562 -2.119 5.738 0.0 0.0 0.0 0.354
H -0.660 0.433 7.235 0.0 0.0 0.0 0.462
H -1.903 0.404 5.993 0.0 0.0 0.0 0.345
H -0.524 1.509 5.844 0.0 0.0 0.0 0.378
H 1.580 -0.509 6.883 0.0 0.0 0.0 0.413
H 1.849 0.562 5.520 0.0 0.0 0.0 0.453
H 2.083 -1.197 5.350 0.0 0.0 0.0 0.453
H -2.407 -0.755 4.107 0.0 0.0 0.0 0.566
H -2.781 -0.562 1.694 0.0 0.0 0.0 0.723
H 1.775 -0.148 3.380 0.0 0.0 0.0 0.733
H 3.201 0.278 1.948 0.0 0.0 0.0 0.556
H 3.919 0.606 -2.266 0.0 0.0 0.0 0.602
H 1.520 0.280 -2.630 0.0 0.0 0.0 0.695
H 5.799 1.722 -1.640 0.0 0.0 0.0 0.444
H 6.045 -0.039 -1.708 0.0 0.0 0.0 0.440
H 7.135 0.977 -0.779 0.0 0.0 0.0 0.416
H 5.035 2.822 0.553 0.0 0.0 0.0 0.392
H 6.447 2.080 1.307 0.0 0.0 0.0 0.455
H 4.858 1.843 2.022 0.0 0.0 0.0 0.332
H 5.639 -1.473 0.389 0.0 0.0 0.0 0.390
H 5.226 -0.694 1.925 0.0 0.0 0.0 0.335
H 6.806 -0.431 1.202 0.0 0.0 0.0 0.454
Br -0.262 -1.903 -9.201 0.0 0.0 -0.1 -0.043
C -0.448 -1.497 -7.402 0.0 0.0 0.0 0.114
C -0.794 -0.193 -7.030 0.0 0.0 0.1 -0.677
C -0.933 0.108 -5.696 0.0 0.0 0.0 -0.568
C -0.726 -0.892 -4.729 0.0 0.0 0.0 0.519
C -0.375 -2.198 -5.116 0.0 0.0 -0.1 -0.510
C -0.237 -2.500 -6.451 0.0 0.1 0.1 -0.711
C -0.876 -0.585 -3.350 0.1 0.0 -0.2 0.958
O -0.696 -1.460 -2.394 -0.1 0.0 0.1 -0.758
O -1.202 0.570 -2.870 0.1 0.0 0.1 -0.657
H -0.948 0.562 -7.787 0.0 0.0 0.0 0.472
H -1.197 1.112 -5.392 0.0 0.0 0.0 0.465
H -0.212 -2.963 -4.369 0.0 0.0 0.0 0.517
H 0.032 -3.498 -6.766 0.0 0.0 0.0 0.473
```
Forces are in eV/Å.


(2)
This record from OMol25 describes a single C21H28N2O2 molecule. The level of theory is ωB97M-V/def2-TZVPD.

Computed properties:
Strongest force on any atom ... 0.40 eV Å⁻¹
Multiplicity ... 1
LUMO level ... 0.766 eV
Gap between HOMO and LUMO ... 9.00 eV
SMILES ... CCCN(CCC)[C@@H](C(=O)Nc1cccc(OC)c1)c1ccccc1

Geometry as XYZ:
```
53
Properties=species:S:1:pos:R:3:forces:R:3:mulliken_charge:R:1
C 2.527 -2.012 2.172 -0.1 0.1 -0.2 -1.621
C 1.568 -1.086 1.433 0.0 -0.1 0.3 0.174
C 0.448 -0.619 2.363 0.3 -0.1 -0.1 -0.813
N -0.477 0.312 1.727 -0.1 0.1 0.2 0.327
C -1.167 1.178 2.677 -0.1 0.3 -0.2 -0.726
C -1.515 2.534 2.058 -0.1 -0.1 0.3 0.061
C -2.130 3.467 3.095 0.0 -0.1 -0.2 -1.480
C -1.400 -0.303 0.759 -0.1 -0.1 0.0 0.678
C -0.698 -0.515 -0.594 -0.1 0.3 0.1 -1.091
O -0.958 -1.427 -1.346 0.0 -0.2 -0.1 -0.680
N 0.163 0.505 -0.842 0.1 0.4 0.1 0.234
C 1.010 0.711 -1.929 0.2 0.0 -0.3 0.592
C 0.987 -0.094 -3.066 -0.1 -0.2 -0.1 -0.749
C 1.856 0.182 -4.102 0.0 0.1 0.1 -0.989
C 2.748 1.241 -4.040 0.3 0.2 -0.1 -0.399
C 2.772 2.046 -2.907 -0.1 -0.1 0.1 0.500
O 3.600 3.115 -2.721 -0.3 -0.2 0.2 -0.409
C 4.505 3.446 -3.745 0.1 0.0 -0.2 -0.881
C 1.901 1.773 -1.857 0.1 0.0 -0.1 -0.333
C -2.132 -1.530 1.251 -0.1 0.1 -0.1 0.122
C -1.571 -2.800 1.198 -0.1 0.0 0.0 -0.072
C -2.256 -3.893 1.699 0.1 -0.1 0.0 -0.906
C -3.509 -3.735 2.264 -0.1 0.0 0.0 -0.437
C -4.083 -2.476 2.311 -0.1 -0.1 0.1 -0.840
C -3.400 -1.385 1.804 0.1 0.0 -0.1 -0.296
H 2.980 -1.500 3.018 0.1 0.0 0.1 0.386
H 3.321 -2.343 1.506 0.1 -0.1 0.0 0.415
H 2.001 -2.888 2.544 0.0 -0.1 0.1 0.335
H 1.156 -1.614 0.573 0.1 0.0 -0.1 0.112
H 2.113 -0.217 1.059 -0.1 0.0 -0.1 0.232
H -0.073 -1.496 2.777 0.1 0.1 0.1 0.209
H 0.914 -0.092 3.200 -0.1 0.0 0.0 0.590
H -0.496 1.360 3.519 0.0 -0.1 0.0 0.469
H -2.075 0.706 3.080 0.0 0.0 0.1 0.192
H -0.603 2.981 1.656 0.0 0.0 -0.1 0.193
H -2.216 2.411 1.231 0.0 0.0 -0.1 0.288
H -1.435 3.641 3.914 0.0 0.1 0.1 0.353
H -2.377 4.426 2.645 -0.1 0.1 0.0 0.405
H -3.040 3.035 3.505 -0.1 0.0 0.1 0.343
H -2.158 0.459 0.538 0.1 -0.1 0.0 0.692
H 0.288 1.127 -0.048 0.0 -0.2 -0.1 0.139
H 0.298 -0.919 -3.124 0.0 0.0 0.0 0.532
H 1.841 -0.440 -4.984 0.0 -0.1 -0.1 0.364
H 3.410 1.424 -4.871 0.1 0.1 -0.1 0.403
H 5.053 4.316 -3.385 0.0 -0.1 -0.1 0.243
H 3.985 3.706 -4.673 0.0 0.0 0.0 0.357
H 5.209 2.631 -3.939 0.0 0.0 0.0 0.350
H 1.934 2.409 -0.984 0.0 0.1 0.1 0.462
H -0.605 -2.946 0.741 0.1 0.0 -0.1 0.351
H -1.808 -4.874 1.645 0.0 -0.1 0.0 0.406
H -4.041 -4.589 2.656 0.0 -0.1 0.0 0.394
H -5.067 -2.344 2.738 -0.1 0.0 0.0 0.399
H -3.868 -0.410 1.830 0.0 0.1 0.0 0.421
```
Forces are in eV/Å.


(3)
This record from OMol25 describes 2 unconnected molecules or ions with the total composition C3H2I2N2O. The level of theory is ωB97M-V/def2-TZVPD.

Computed properties:
Strongest force on any atom ... 4.48 eV Å⁻¹
Multiplicity ... 1
LUMO level (alpha / beta) ... -1.142 / -3.257 eV
Gap between HOMO and LUMO (alpha / beta) ... 8.53 / 4.71 eV

Geometry as XYZ:
```
10
Properties=species:S:1:pos:R:3:forces:R:3:mulliken_charge:R:1
C 0.588 -0.750 0.257 -0.9 -4.4 0.2 -0.225
C -0.810 -0.674 0.145 0.5 1.8 0.3 0.388
C -1.693 0.156 0.015 -1.7 -0.2 -0.3 -0.499
N 1.398 0.232 0.070 3.8 2.1 -0.5 -0.103
N 1.236 1.452 0.358 -2.6 -0.7 0.9 -0.115
O 2.152 2.340 -0.050 -1.8 1.1 1.5 -0.325
I -3.211 -3.982 -0.278 0.0 0.1 0.0 0.015
I -3.419 1.117 -0.294 0.4 -0.1 0.1 0.268
H 0.979 -1.838 0.360 0.0 2.3 -0.3 0.258
H 2.781 1.947 -0.583 2.5 -1.9 -2.1 0.336
```
Forces are in eV/Å.


M in g mol⁻¹, matching the order above: 802.4, 340.5, 335.9
Energy above the lowest of the compared OMol25 structures with the same formula, charge and spin in kcal per mole, matching the order above: 0.0, 45.2, 140.1